[1]
{"formula": "C5H15N2S", "method": "ωB97M-V/def2-TZVPD", "lumo_ha": [-0.2812, -0.4691], "orbital_gap_ev": [10.020, 4.907], "homo_ha": [-0.649, -0.649], "charge": 2, "s_squared": 0.7532, "spin_multiplicity": 2, "symbols": ["S", "N", "N", "C", "C", "C", "C", "C", "H", "H", "H", "H", "H", "H", "H", "H", "H", "H", "H", "H", "H", "H", "H"], "xyz": [[2.15830, 2.21153, -1.70893], [0.24286, 0.26099, 1.34560], [-1.84556, -1.03457, 0.34726], [-1.55419, -2.46656, 0.14140], [-3.05700, -0.68728, 0.46607], [1.28494, 0.53993, 0.29265], [0.84256, 1.79855, -0.46879], [-0.49817, -2.95704, 1.13350], [1.50911, 3.16457, -2.39953], [0.60143, -0.47220, 1.97077], [-2.46565, -3.04926, 0.27659], [-1.19675, -2.62196, -0.87546], [-3.29322, 0.34949, 0.68044], [0.51035, -2.65041, 0.83571], [-0.49796, -4.04519, 1.11128], [2.24832, 0.67879, 0.78181], [1.31298, -0.35970, -0.31878], [0.00555, 1.07171, 1.92866], [-0.12040, 1.61799, -0.95351], [-0.67407, -0.19983, 0.86496], [-3.88002, -1.38748, 0.34138], [0.74062, 2.64697, 0.21265], [-0.69200, -2.64601, 2.16070]], "mulliken_charge": [0.325, -0.228, -0.282, -0.445, -0.305, -0.742, -0.546, -1.104, 0.334, 0.406, 0.438, 0.274, 0.239, 0.197, 0.380, 0.544, 0.402, 0.380, 0.453, 0.209, 0.264, 0.465, 0.344]}


[2]
{"formula": "C40H48BBr2F3N7O3P", "method": "ωB97M-V/def2-TZVPD", "lumo_ha": -0.0545, "orbital_gap_ev": 6.513, "homo_ha": -0.294, "smiles": "O=C(CB(CC[C@](F)(Br)C(F)(F)Br)P(O)O)c1ccccc1.c1cc[nH]c1.c1cc[nH]c1.c1cc[nH]c1.c1cc[nH]c1.c1cc[nH]c1.c1cc[nH]c1.c1cc[nH]c1", "symbols": ["Br", "Br", "P", "F", "F", "F", "O", "O", "O", "N", "N", "N", "N", "N", "N", "N", "C", "C", "C", "C", "C", "C", "C", "C", "C", "C", "C", "C", "C", "C", "C", "C", "C", "C", "C", "C", "C", "C", "C", "C", "C", "C", "C", "C", "C", "C", "C", "C", "C", "C", "C", "C", "C", "C", "C", "C", "B", "H", "H", "H", "H", "H", "H", "H", "H", "H", "H", "H", "H", "H", "H", "H", "H", "H", "H", "H", "H", "H", "H", "H", "H", "H", "H", "H", "H", "H", "H", "H", "H", "H", "H", "H", "H", "H", "H", "H", "H", "H", "H", "H", "H", "H", "H", "H", "H"], "xyz": [[-4.14477, 1.79703, -3.51491], [-3.14719, -0.69383, -1.63406], [1.45337, -1.92660, -2.52476], [-3.39496, 3.60756, -1.37251], [-2.47577, 1.21070, 0.38087], [-5.00189, 1.97108, -0.71367], [1.42149, -1.71420, -4.27686], [3.11298, -2.11204, -1.96971], [2.35225, 1.02308, 1.61795], [-10.52392, -2.60017, -0.17959], [5.28403, -3.97319, -2.93642], [7.59287, -1.69142, 8.71659], [6.52003, 5.72538, -4.77578], [-5.69920, -2.58509, -0.45191], [4.98403, -0.37016, 2.30903], [-11.32923, -0.33831, 3.79782], [8.66360, -1.82959, 7.87212], [8.32929, -1.25920, 6.66430], [3.78947, 4.49630, -2.68955], [-11.32966, 1.80105, 4.40128], [-11.98751, -1.00188, 0.31525], [-9.99220, 1.39710, 4.17487], [-0.30764, 0.55826, -2.64129], [-7.54920, -3.70259, -0.97126], [2.97814, 4.85112, -1.30490], [-1.18952, 1.67810, -1.83988], [-6.39686, -3.15241, -1.48638], [5.47237, -4.61964, -1.74254], [6.94939, -1.40051, 2.17777], [7.24939, -5.00354, -3.06769], [-11.76687, -3.09661, -0.47508], [-2.53895, 1.13064, -1.09959], [-7.54425, -3.46295, 0.42366], [2.61893, 2.05811, -0.70971], [4.06294, 2.92593, -3.07265], [7.00878, -0.76376, 6.78275], [7.16675, 7.76702, -5.37118], [1.97264, 0.95273, 0.31382], [5.17237, -1.01661, 3.50291], [-10.64905, -1.32541, 0.30813], [6.93121, 6.94125, -4.29482], [6.38724, -1.66254, 3.45000], [6.06003, -0.60311, 1.49264], [6.49878, 5.76336, -6.14568], [2.39747, 3.66030, -0.32671], [-12.13406, 0.70899, 4.16403], [-12.69499, -2.12320, -0.18008], [6.36003, -4.20614, -3.75281], [0.87599, -0.20767, -0.06033], [3.47498, 1.74747, -2.07383], [6.89264, 7.02169, -6.54276], [-6.38854, -2.77434, 0.71750], [-3.76602, 2.17562, -1.54769], [6.68724, -5.26557, -1.79546], [6.57710, -1.04755, 8.05919], [-10.02104, 0.07044, 3.80698], [0.60793, -0.42588, -1.66631], [4.63403, 2.60331, -4.04358], [-9.77718, -0.75858, 0.60607], [1.33323, -1.23470, 0.34165], [7.55758, -2.01486, 9.67460], [-5.99951, -2.40241, 1.65587], [4.47690, -3.41279, -3.17750], [7.01949, 7.11471, -3.23064], [-4.81381, -2.10311, -0.53798], [-11.88411, -4.09688, -0.87016], [-12.40893, -0.06045, 0.64303], [4.42839, -0.96071, 4.28632], [8.19977, -5.35916, -3.44403], [0.48651, 1.16766, -3.29258], [7.50070, 8.79521, -5.31836], [6.40136, -3.78438, -4.74812], [-8.30134, -3.76157, 1.13708], [3.64176, 0.60627, -2.36581], [7.12155, -5.86184, -1.00342], [-9.10376, 2.00763, 4.27107], [-9.22491, -0.61542, 3.55009], [-13.76622, -2.21140, -0.30724], [-11.65042, -1.26756, 3.55912], [-0.49093, 2.13751, -0.99217], [6.97491, 7.36529, -7.56574], [-6.01527, -3.11501, -2.49799], [4.17690, 0.19024, 2.06795], [4.16770, 5.35942, -3.39659], [6.43420, -0.25595, 6.01899], [6.82155, -2.25881, 4.24203], [2.27461, -2.06502, -4.67685], [-1.39219, 2.57757, -2.59548], [-9.65112, -3.09715, -0.30149], [7.89977, -1.75613, 1.80142], [-13.20751, 0.58819, 4.22302], [3.14667, -2.24147, -0.97226], [6.10136, -0.18135, 0.49734], [2.80533, 5.98392, -1.00055], [-0.15239, -0.07995, 0.49716], [4.72839, -4.56375, -0.95914], [8.96740, -1.20624, 5.79167], [-8.31099, -4.22128, -1.53881], [9.56983, -2.31948, 8.20248], [-11.66940, 2.78269, 4.70534], [5.63717, -0.84555, 8.55513], [1.83081, 3.99508, 0.64490], [6.20448, 4.89457, -6.71910], [-0.92700, -0.06600, -3.44927], [6.27205, 4.92515, -4.20853]], "mulliken_charge": [-0.058, 0.015, 0.038, -0.227, -0.305, -0.241, -0.535, -0.333, -0.730, 0.202, 0.118, 0.012, -0.020, 0.189, 0.159, 0.034, -0.502, -0.470, -0.267, -0.359, -0.694, -0.452, -0.665, -0.579, -0.534, -0.255, -0.473, -0.301, -0.724, -0.409, -0.518, 0.187, -0.295, 0.628, -0.449, -0.214, -0.419, 0.245, -0.635, -0.354, -0.445, -0.394, -0.395, -0.353, -0.376, -0.544, -0.507, -0.505, -0.255, -0.107, -0.501, -0.674, 0.541, -0.594, -0.688, -0.536, 0.006, 0.286, 0.467, 0.262, 0.199, 0.413, 0.161, 0.358, 0.023, 0.344, 0.445, 0.438, 0.385, 0.302, 0.391, 0.352, 0.569, 0.241, 0.385, 0.397, 0.462, 0.395, 0.230, 0.023, 0.381, 0.380, 0.190, 0.379, 0.487, 0.538, 0.293, 0.433, 0.162, 0.400, 0.368, 0.270, 0.470, 0.285, 0.275, 0.368, 0.415, 0.413, 0.382, 0.398, 0.375, 0.321, 0.355, 0.389, 0.261]}


[3]
{"formula": "C6H16NS", "method": "ωB97M-V/def2-TZVPD", "lumo_ha": 0.1314, "orbital_gap_ev": 6.190, "homo_ha": -0.096, "charge": -1, "symbols": ["S", "N", "C", "C", "C", "C", "C", "C", "H", "H", "H", "H", "H", "H", "H", "H", "H", "H", "H", "H", "H", "H", "H", "H"], "xyz": [[-0.24182, -0.20269, -2.32372], [0.73342, -2.89777, -1.00329], [-0.41955, -1.88093, -2.99448], [-0.21339, 2.48042, 2.84745], [0.63343, -2.85892, -2.46742], [-0.37711, 1.93967, 1.43186], [-0.91993, 0.51004, 1.43152], [0.94602, 1.98292, 0.66922], [1.61241, -2.57479, -2.86183], [0.80048, 1.57249, -0.32783], [1.33243, 3.00748, 0.61003], [-1.83186, 0.42014, 2.02616], [-0.12221, -3.32420, -0.65060], [-1.13401, 0.20502, 0.40816], [0.56170, 1.91008, 3.36886], [-1.13151, 2.40733, 3.43283], [-0.35262, -1.86431, -4.08538], [-0.19089, -0.17724, 1.86792], [1.67174, 1.35245, 1.18254], [0.40212, -3.86273, -2.83370], [-1.40297, -2.30916, -2.75469], [0.65713, -1.91819, -0.72444], [0.09600, 3.52770, 2.85063], [-1.10902, 2.55520, 0.90020]], "mulliken_charge": [-0.586, -0.650, -0.587, -1.453, -0.644, 0.867, -1.286, -1.248, 0.254, 0.180, 0.365, 0.371, 0.257, 0.235, 0.320, 0.371, 0.243, 0.295, 0.309, 0.382, 0.238, 0.231, 0.363, 0.171]}


ΔE to the lowest compared entry with this formula, charge and spin across the listed records, respectively: 23.2; 282.8; 0.0 kcal per mole.
DFT total energy across the listed records, respectively: -19224.257; -217020.544; -18808.015 eV.
Strongest force on any atom across the listed records, respectively: 1.00; 8.23; 0.41 eV/Å.